[1]
{"formula": "C15H24F5N2O5PS5SbSe4W", "method": "ωB97M-V/def2-TZVPD", "elements": ["W", "S", "Sb", "S", "S", "Se", "Se", "Se", "Se", "F", "C", "F", "C", "F", "F", "F", "O", "C", "N", "C", "O", "C", "C", "C", "C", "N", "C", "H", "H", "H", "H", "H", "H", "H", "H", "C", "C", "C", "O", "P", "S", "S", "O", "C", "C", "C", "H", "H", "H", "H", "H", "H", "H", "H", "H", "H", "H", "H", "H", "H", "O", "H", "H"], "xyz": [[-0.85, -0.96, 0.67], [-2.31, -1.07, 2.63], [-2.49, -3.18, 1.57], [-2.52, -1.94, -0.60], [-0.07, -3.02, 1.40], [-0.36, -0.80, -2.66], [0.97, -0.43, -4.36], [1.22, -3.81, -3.99], [-0.19, -3.19, -2.49], [0.55, -0.18, 2.28], [1.23, -0.28, 1.00], [2.17, -1.23, 1.14], [2.02, 1.04, 0.95], [2.78, 1.09, -0.14], [2.83, 1.09, 2.02], [1.22, 2.10, 1.00], [3.29, -6.60, 2.85], [3.94, -6.84, 1.61], [3.76, -5.63, 0.84], [4.77, -5.10, 0.10], [5.85, -5.64, -0.02], [4.47, -3.80, -0.58], [5.54, -3.03, -1.03], [5.28, -1.83, -1.65], [3.96, -1.43, -1.82], [2.92, -2.17, -1.42], [3.18, -3.32, -0.82], [3.38, -7.38, 3.40], [3.48, -7.69, 1.10], [5.01, -7.01, 1.72], [2.93, -5.11, 1.02], [6.54, -3.40, -0.88], [6.08, -1.19, -2.01], [3.71, -0.50, -2.31], [2.31, -3.90, -0.53], [-4.10, 5.10, 2.33], [-3.39, 3.82, 2.71], [-4.26, 2.59, 2.59], [-2.13, 3.72, 1.97], [-1.85, 3.31, 0.48], [-0.38, 4.31, -0.26], [-1.93, 1.19, 0.55], [-3.24, 3.53, -0.26], [-3.35, 3.78, -1.69], [-3.11, 2.50, -2.47], [-4.73, 4.35, -1.90], [-4.90, 5.30, 3.04], [-4.54, 5.01, 1.33], [-3.41, 5.94, 2.34], [-3.03, 3.90, 3.74], [-4.61, 2.45, 1.57], [-5.12, 2.72, 3.24], [-3.72, 1.69, 2.90], [-2.59, 4.52, -1.95], [-3.80, 1.72, -2.13], [-2.09, 2.14, -2.34], [-3.27, 2.68, -3.53], [-5.49, 3.62, -1.62], [-4.87, 4.60, -2.96], [-4.87, 5.25, -1.31], [0.65, 1.83, -1.99], [1.17, 2.06, -2.76], [0.36, 2.67, -1.59]], "mulliken_charge": [1.20, -0.35, 0.23, -0.33, -0.25, 0.39, -0.38, -0.21, 0.15, -0.18, -0.06, -0.13, 0.52, -0.19, -0.27, -0.12, -0.53, -0.48, -0.04, 0.47, -0.68, 0.34, -0.38, -0.94, -0.14, 0.20, -0.52, 0.31, 0.31, 0.36, 0.16, 0.47, 0.44, 0.33, 0.39, -1.24, 0.60, -1.09, -0.32, 0.28, -0.51, 0.04, 0.04, 0.45, -0.93, -1.62, 0.47, 0.11, 0.34, 0.38, 0.17, 0.49, 0.12, 0.35, 0.30, -0.01, 0.47, 0.33, 0.45, 0.38, -0.23, 0.19, -0.08], "lumo_ev": [-2.72, -2.71], "total_charge": 0, "multiplicity": 2, "homo_lumo_gap_ev": [5.104, 5.114], "relative_energy_kcal_mol": 57.6, "e_homo_ev": [-7.8, -7.8]}


[2]
{"formula": "C6H10O", "method": "ωB97M-V/def2-TZVPD", "elements": ["C", "O", "C", "C", "C", "C", "C", "H", "H", "H", "H", "H", "H", "H", "H", "H", "H"], "xyz": [[2.24, 0.24, 0.60], [1.05, -0.41, 1.00], [0.36, -0.98, -0.07], [-0.37, -0.18, -1.09], [-0.98, 1.08, -0.48], [-1.70, 0.21, 0.58], [-1.12, -1.04, -0.07], [2.94, 0.19, 1.44], [2.04, 1.29, 0.35], [2.69, -0.25, -0.27], [0.85, -1.87, -0.48], [-0.22, -0.35, -2.16], [-1.68, 1.57, -1.16], [-0.27, 1.83, -0.11], [-2.79, 0.27, 0.50], [-1.41, 0.38, 1.62], [-1.65, -1.98, -0.21]], "mulliken_charge": [-0.71, -0.38, -0.20, -0.22, -0.54, -0.56, -0.39, 0.24, 0.23, 0.34, 0.46, 0.37, 0.30, 0.16, 0.29, 0.24, 0.37], "lumo_ev": 1.12, "total_charge": 0, "multiplicity": 1, "homo_lumo_gap_ev": 10.428, "relative_energy_kcal_mol": 42.4, "e_homo_ev": -9.3}


[3]
{"formula": "C13H22NO3", "method": "ωB97M-V/def2-TZVPD", "elements": ["C", "C", "C", "C", "N", "C", "C", "O", "C", "C", "C", "C", "C", "C", "C", "O", "O", "H", "H", "H", "H", "H", "H", "H", "H", "H", "H", "H", "H", "H", "H", "H", "H", "H", "H", "H", "H", "H", "H"], "xyz": [[-3.82, -3.81, -0.49], [-2.75, -2.89, 0.08], [-1.78, -2.15, -1.02], [-1.33, -0.60, -0.57], [-2.51, 0.33, -0.39], [-3.05, 0.35, 1.02], [-3.52, 1.60, 1.72], [-0.47, -0.77, 0.61], [0.34, 0.42, 0.90], [1.98, 0.18, 0.69], [2.82, 0.92, 1.93], [2.55, 0.79, -0.71], [4.22, 0.69, -0.61], [2.20, 2.37, -0.99], [-0.51, -0.04, -1.92], [-0.61, 1.29, -2.14], [0.20, -0.99, -2.79], [-3.74, -4.97, -0.44], [-4.75, -3.33, -1.06], [-2.73, -2.76, 1.24], [-0.76, -2.76, -1.03], [-2.24, -2.10, -2.11], [-3.31, -0.05, -0.98], [-3.08, -0.64, 1.68], [-4.60, 2.06, 1.62], [-2.77, 2.15, 2.44], [0.22, 0.60, 2.08], [-0.05, 1.42, 0.41], [2.19, -0.96, 0.79], [3.18, 2.02, 1.62], [3.75, 0.23, 2.24], [2.19, 1.06, 2.91], [2.26, 0.06, -1.60], [4.66, 1.65, -0.10], [4.53, -0.24, 0.06], [4.66, 0.60, -1.70], [3.22, 2.99, -1.06], [1.47, 2.86, -0.21], [1.74, 2.42, -2.09]], "mulliken_charge": [-0.69, -0.20, -0.73, 0.64, -0.28, 0.01, -0.61, -0.45, -0.65, 0.25, -1.08, 0.42, -1.15, -1.13, 0.20, -0.65, -0.77, 0.22, 0.21, 0.33, 0.31, 0.37, 0.38, 0.16, 0.22, 0.17, 0.11, 0.30, 0.34, 0.18, 0.25, 0.37, 0.29, 0.28, 0.24, 0.32, 0.41, 0.23, 0.22], "lumo_ev": 2.12, "total_charge": -1, "multiplicity": 1, "homo_lumo_gap_ev": 6.513, "e_homo_ev": -4.4}


[4]
{"formula": "C3H4ClFS", "method": "ωB97M-V/def2-TZVPD", "elements": ["C", "S", "C", "C", "F", "Cl", "H", "H", "H", "H"], "xyz": [[2.25, 0.96, 0.63], [1.85, -0.65, -0.22], [0.14, -0.98, 0.03], [-0.79, -0.06, -0.24], [-0.49, 1.16, -0.67], [-2.45, -0.07, 0.26], [3.28, 0.76, 0.85], [1.59, 1.09, 1.50], [2.28, 1.80, -0.18], [-0.20, -2.05, 0.23]], "mulliken_charge": [-0.75, -0.06, -0.45, 0.48, -0.20, -0.16, 0.31, 0.29, 0.24, 0.30], "lumo_ev": 0.70, "total_charge": 0, "multiplicity": 1, "homo_lumo_gap_ev": 9.254, "relative_energy_kcal_mol": 20.6, "e_homo_ev": -8.6}


[5]
{"formula": "C3H5NOS", "method": "ωB97M-V/def2-TZVPD", "elements": ["O", "C", "C", "N", "C", "S", "H", "H", "H", "H", "H"], "xyz": [[0.32, 1.76, -0.34], [0.22, 0.58, 0.40], [0.97, -0.56, -0.25], [-0.28, -1.37, -0.09], [-1.06, -0.27, 0.16], [-2.60, 0.23, -0.13], [-0.44, 2.42, 0.18], [0.33, 0.62, 1.52], [1.93, -0.98, 0.23], [1.22, -0.08, -1.32], [-0.63, -2.34, -0.36]], "mulliken_charge": [-0.55, 0.21, -0.52, -0.17, 0.01, -0.33, 0.37, 0.24, 0.27, 0.22, 0.25], "lumo_ev": 0.56, "total_charge": 0, "multiplicity": 1, "homo_lumo_gap_ev": 9.153, "relative_energy_kcal_mol": 58.4, "e_homo_ev": -8.6}


[6]
{"formula": "C5H11N", "method": "ωB97M-V/def2-TZVPD", "elements": ["C", "C", "C", "C", "N", "C", "H", "H", "H", "H", "H", "H", "H", "H", "H", "H", "H"], "xyz": [[-1.73, -2.31, -0.82], [-0.73, -1.23, -0.47], [-1.08, 0.01, -0.13], [-0.15, 1.05, 0.43], [1.24, 0.87, -0.05], [2.24, 1.42, 0.89], [-1.32, -3.20, -0.32], [-2.64, -2.05, -0.28], [-1.91, -2.41, -1.88], [0.32, -1.49, -0.63], [-2.10, 0.31, 0.12], [-0.52, 2.01, 0.04], [-0.17, 1.20, 1.51], [1.31, 1.43, -0.89], [3.25, 1.18, 0.59], [2.11, 2.52, 1.03], [1.88, 1.01, 1.83]], "mulliken_charge": [-1.07, 0.01, -0.48, -0.57, -0.37, -0.83, 0.32, 0.28, 0.27, 0.39, 0.24, 0.34, 0.35, 0.23, 0.28, 0.29, 0.31], "lumo_ev": 1.17, "total_charge": 0, "multiplicity": 1, "homo_lumo_gap_ev": 9.918, "relative_energy_kcal_mol": 34.8, "e_homo_ev": -8.7}


[7]
{"formula": "C18H28Br2NO15", "method": "ωB97M-V/def2-TZVPD", "elements": ["N", "O", "O", "O", "Br", "C", "C", "Br", "H", "H", "H", "H", "C", "C", "C", "O", "C", "O", "O", "H", "H", "H", "H", "H", "H", "C", "C", "C", "O", "C", "O", "O", "H", "H", "H", "H", "H", "H", "C", "C", "C", "O", "C", "O", "O", "H", "H", "H", "H", "H", "H", "C", "C", "C", "O", "C", "O", "O", "H", "H", "H", "H", "H", "H"], "xyz": [[0.09, -1.92, -0.04], [-0.13, -2.67, -1.03], [-0.16, -2.35, 1.12], [0.55, -0.75, -0.21], [1.91, -0.93, -4.92], [0.75, -0.35, -3.43], [-0.64, -0.95, -3.51], [-1.48, -0.49, -5.23], [0.84, 0.73, -3.46], [1.26, -0.72, -2.54], [-1.25, -0.61, -2.68], [-0.59, -2.03, -3.40], [-2.16, 2.00, 2.15], [-1.22, 1.41, 1.11], [-1.24, 2.13, -0.25], [0.13, 2.21, -0.59], [0.89, 2.00, 0.52], [2.04, 2.29, 0.55], [0.14, 1.49, 1.50], [-1.95, 3.02, 2.45], [-2.20, 1.37, 3.05], [-3.18, 1.92, 1.78], [-1.57, 0.38, 1.01], [-1.60, 3.16, -0.14], [-1.82, 1.65, -1.03], [4.68, 0.05, -2.24], [4.16, 0.55, -0.90], [3.76, -0.55, 0.13], [4.54, -0.22, 1.26], [5.39, 0.76, 0.99], [6.29, 1.11, 1.70], [5.17, 1.28, -0.23], [5.61, -0.51, -2.11], [4.87, 0.90, -2.89], [3.99, -0.63, -2.75], [3.28, 1.16, -1.07], [3.94, -1.56, -0.26], [2.69, -0.48, 0.30], [-6.05, -0.03, -3.12], [-4.64, 0.15, -2.56], [-4.54, 0.95, -1.26], [-3.72, 0.13, -0.45], [-3.55, -1.11, -1.00], [-2.95, -1.99, -0.52], [-4.16, -1.16, -2.21], [-6.73, -0.21, -2.29], [-6.06, -0.89, -3.79], [-6.39, 0.85, -3.65], [-3.84, 0.44, -3.25], [-5.51, 1.14, -0.79], [-4.17, 1.94, -1.56], [1.43, -2.73, 4.01], [1.56, -1.30, 3.57], [0.26, -0.49, 3.80], [0.76, 0.78, 4.19], [2.04, 0.68, 4.58], [2.69, 1.59, 5.00], [2.45, -0.59, 4.43], [2.33, -3.30, 3.76], [0.65, -3.20, 3.39], [1.14, -2.94, 5.04], [1.89, -1.21, 2.54], [-0.37, -0.92, 4.59], [-0.28, -0.44, 2.86]], "mulliken_charge": [0.70, -0.65, -0.65, -0.33, -0.21, -0.10, 0.07, -0.23, 0.45, -0.21, -0.24, 0.49, -1.62, 1.04, 0.07, -0.40, 0.51, -0.59, -0.15, 0.42, 0.27, 0.34, -0.12, 0.23, -0.12, -1.60, 0.83, 0.95, -0.35, 0.59, -0.59, -0.42, 0.41, 0.36, 0.27, 0.03, 0.29, -0.80, -1.47, 0.55, -0.52, -0.23, 0.60, -0.45, -0.39, 0.35, 0.34, 0.37, 0.25, 0.39, 0.28, -1.69, 1.61, 0.03, -0.31, 0.64, -0.60, -0.44, 0.38, 0.37, 0.39, -0.51, 0.31, -0.20], "lumo_ev": 1.99, "total_charge": -1, "multiplicity": 1, "homo_lumo_gap_ev": 8.078, "relative_energy_kcal_mol": 13.4, "e_homo_ev": -6.1}


[8]
{"formula": "C23H44Br4O18", "method": "ωB97M-V/def2-TZVPD", "elements": ["C", "C", "C", "O", "C", "O", "O", "H", "H", "H", "H", "H", "H", "C", "O", "C", "O", "O", "C", "H", "H", "H", "H", "H", "H", "C", "O", "C", "O", "O", "C", "H", "H", "H", "H", "H", "H", "C", "O", "C", "O", "O", "C", "H", "H", "H", "H", "H", "H", "C", "O", "C", "O", "O", "C", "H", "H", "H", "H", "H", "H", "C", "O", "C", "O", "O", "C", "H", "H", "H", "H", "H", "H", "Br", "C", "C", "Br", "H", "H", "H", "H", "Br", "C", "C", "Br", "H", "H", "H", "H"], "xyz": [[-3.93, -4.23, -6.31], [-4.23, -3.99, -7.72], [-5.73, -3.83, -7.99], [-5.78, -2.70, -8.79], [-4.53, -2.13, -8.95], [-4.22, -1.18, -9.64], [-3.65, -2.78, -8.12], [-2.86, -4.29, -6.09], [-4.39, -5.14, -5.94], [-4.32, -3.47, -5.64], [-3.85, -4.81, -8.34], [-6.27, -3.63, -7.06], [-6.22, -4.67, -8.46], [5.40, 1.44, 12.72], [4.62, 0.69, 11.82], [5.13, -0.19, 11.05], [6.30, -0.58, 10.85], [4.04, -0.70, 10.38], [4.25, -1.73, 9.44], [4.98, 2.41, 12.99], [6.37, 1.65, 12.26], [5.45, 0.96, 13.70], [3.30, -1.90, 8.94], [4.56, -2.65, 9.94], [4.98, -1.48, 8.67], [7.53, 3.71, -1.99], [7.38, 4.71, -1.06], [6.25, 4.91, -0.37], [5.34, 4.11, -0.25], [6.26, 6.19, 0.22], [5.31, 6.67, 1.15], [7.29, 2.72, -1.60], [8.58, 3.57, -2.24], [7.07, 3.83, -2.97], [4.85, 5.90, 1.76], [4.53, 7.21, 0.61], [5.82, 7.39, 1.79], [-6.08, -9.76, -3.47], [-6.67, -8.87, -2.53], [-6.07, -8.46, -1.42], [-5.11, -8.99, -0.93], [-6.72, -7.34, -0.93], [-6.19, -6.58, 0.14], [-6.88, -10.36, -3.91], [-5.49, -10.51, -2.94], [-5.52, -9.21, -4.22], [-5.20, -6.16, -0.03], [-6.23, -7.27, 0.98], [-6.79, -5.70, 0.39], [1.15, 7.78, -2.54], [2.05, 8.83, -2.80], [2.86, 8.86, -3.91], [2.69, 8.10, -4.87], [3.68, 9.91, -3.78], [4.56, 10.28, -4.83], [0.69, 7.84, -1.55], [1.70, 6.85, -2.46], [0.31, 7.70, -3.23], [3.94, 10.73, -5.61], [5.21, 9.48, -5.16], [5.20, 11.10, -4.48], [-4.58, -4.26, 8.71], [-5.05, -3.07, 8.13], [-4.32, -2.46, 7.19], [-3.14, -2.63, 6.94], [-5.21, -1.73, 6.44], [-4.73, -0.87, 5.49], [-4.27, -5.01, 7.98], [-5.33, -4.73, 9.34], [-3.68, -4.02, 9.28], [-3.88, -0.42, 6.01], [-5.54, -0.15, 5.38], [-4.37, -1.39, 4.60], [2.81, 1.75, -9.55], [1.25, 1.52, -8.27], [1.77, 1.98, -6.87], [0.22, 2.03, -5.65], [0.91, 0.48, -8.38], [0.40, 2.14, -8.55], [2.24, 2.96, -6.93], [2.52, 1.28, -6.51], [0.68, 1.53, 2.55], [0.44, 0.22, 1.07], [0.92, -1.16, 1.55], [0.24, -2.48, 0.19], [1.04, 0.55, 0.23], [-0.62, 0.31, 0.85], [0.61, -1.46, 2.55], [2.01, -1.14, 1.54]], "mulliken_charge": [-1.57, 0.63, -0.42, -0.34, 0.65, -0.53, -0.33, 0.35, 0.39, 0.38, 0.21, 0.28, 0.28, -0.65, -0.28, 0.80, -0.58, -0.30, -0.64, 0.24, 0.32, 0.28, 0.23, 0.29, 0.29, -0.70, -0.28, 0.76, -0.55, -0.30, -0.58, 0.31, 0.27, 0.30, 0.32, 0.22, 0.23, -0.61, -0.31, 0.76, -0.53, -0.30, -0.60, 0.24, 0.32, 0.24, 0.28, 0.28, 0.24, -0.63, -0.30, 0.74, -0.56, -0.28, -0.62, 0.24, 0.29, 0.29, 0.30, 0.29, 0.23, -0.63, -0.28, 0.74, -0.55, -0.29, -0.60, 0.30, 0.23, 0.29, 0.31, 0.22, 0.25, -0.18, -0.61, -0.59, -0.17, 0.39, 0.39, 0.39, 0.38, -0.16, -0.60, -0.56, -0.17, 0.37, 0.38, 0.39, 0.36], "lumo_ev": 0.17, "total_charge": 0, "multiplicity": 1, "homo_lumo_gap_ev": 10.405, "relative_energy_kcal_mol": 0.0, "e_homo_ev": -10.2}


Which F_max belongs to each record? In order, 1.9 0.4 7.7 2.4 5.4 2.3 1.5 5.0 eV Å⁻¹.
Which molar mass belongs to each record? In order, 1220.11 98.14 240.32 126.58 103.15 85.15 658.22 928.20 g/mol.